No. 1
{
  "formula": "C5H8N8S2",
  "method": "ωB97M-V/def2-TZVPD",
  "e_lumo_ev": -0.14,
  "homo_lumo_gap_ha": 0.3158,
  "de_lowest_ev": 0.000,
  "symbols": ["C", "C", "C", "C", "C", "N", "N", "N", "N", "N", "N", "N", "N", "S", "S", "H", "H", "H", "H", "H", "H", "H", "H"],
  "positions_angstrom": [[-2.00064, -0.82254, 0.03764], [0.23506, -2.25957, -0.03618], [3.26745, -0.90196, 0.62445], [-4.56071, -1.16657, -0.37003], [3.71203, 1.53778, 1.05778], [-1.24882, 0.24014, 0.10494], [-2.06818, 1.29079, -0.16708], [-3.23054, 0.89499, -0.39779], [3.47393, -1.75377, -0.39409], [4.12372, -1.01208, -1.24852], [-3.24786, -0.43717, -0.24927], [4.30538, 0.18957, -0.91387], [3.77152, 0.32596, 0.26784], [1.13446, -3.67539, -0.00182], [-1.41270, -2.50700, 0.25901], [2.90758, -0.99593, 1.68265], [-4.67078, -1.73915, 0.58056], [-5.33686, -0.36209, -0.49538], [-4.59245, -1.91976, -1.21051], [3.13481, 2.24040, 0.46726], [3.26769, 1.28252, 2.03859], [4.71979, 1.86207, 1.10473], [2.21904, -3.12461, -0.39464]]
}


No. 2
{
  "formula": "C58H84B3N9O6",
  "method": "ωB97M-V/def2-TZVPD",
  "e_lumo_ev": 0.31,
  "homo_lumo_gap_ha": 0.3035,
  "symbols": ["C", "C", "O", "C", "C", "B", "O", "B", "O", "B", "C", "C", "O", "C", "C", "O", "C", "C", "C", "C", "C", "C", "C", "C", "C", "C", "C", "C", "C", "C", "O", "H", "H", "H", "H", "H", "H", "H", "H", "H", "H", "H", "H", "H", "H", "H", "H", "H", "H", "H", "H", "H", "H", "H", "H", "H", "H", "H", "H", "H", "H", "H", "H", "H", "H", "H", "H", "H", "H", "H", "N", "C", "C", "C", "C", "H", "H", "H", "H", "H", "N", "C", "C", "C", "C", "H", "H", "H", "H", "H", "N", "C", "C", "C", "C", "H", "H", "H", "H", "H", "N", "C", "C", "C", "C", "H", "H", "H", "H", "H", "N", "C", "C", "C", "C", "H", "H", "H", "H", "H", "N", "C", "C", "C", "C", "H", "H", "H", "H", "H", "N", "C", "C", "C", "C", "H", "H", "H", "H", "H", "N", "C", "C", "C", "C", "H", "H", "H", "H", "H", "N", "C", "C", "C", "C", "H", "H", "H", "H", "H"],
  "positions_angstrom": [[0.35484, -0.86336, 2.73868], [1.36135, 0.26529, 2.29036], [2.68545, -0.24395, 2.11744], [3.42903, 0.60441, 1.23828], [3.14109, 0.28135, -0.31565], [2.63567, 1.63580, -0.99467], [3.54680, 2.36320, -1.82975], [3.78186, 3.56997, -1.11628], [2.81473, 4.11894, -0.22075], [1.51002, 3.60348, -0.47272], [0.20785, 4.54243, -0.43958], [0.17908, 5.55913, 0.79633], [-0.65911, 5.15866, 1.88039], [-1.66537, 6.12844, 2.16846], [-2.94746, 5.54380, 2.89501], [-2.82783, 4.19158, 3.33550], [-3.00431, 3.24226, 2.34638], [-3.68063, 3.38282, 1.07292], [-3.75620, 2.27058, 0.09665], [-3.14055, 0.98984, 0.39426], [-3.11721, -0.24839, -0.58685], [-3.81601, -1.43083, 0.26181], [-1.63103, -0.77048, -0.85074], [-4.00735, -0.07188, -1.86652], [-3.51379, 0.87425, -3.01937], [-3.17613, -0.00032, -4.32642], [-4.77419, 1.77038, -3.46155], [-2.30758, 1.83427, -2.75588], [-2.48737, 0.83066, 1.70041], [-2.42293, 1.91456, 2.64549], [1.35806, 2.22144, -0.80321], [-0.15957, -1.28367, 1.82817], [-0.43758, -0.42518, 3.40165], [0.89395, -1.67435, 3.30030], [1.37351, 1.14207, 3.00798], [0.97956, 0.67822, 1.31538], [4.52870, 0.51337, 1.43364], [3.13611, 1.67245, 1.43130], [2.37124, -0.54488, -0.33171], [4.07561, -0.13199, -0.77369], [4.85212, 4.06280, -1.27773], [-0.75169, 3.97552, -0.56014], [0.29435, 5.20105, -1.35822], [1.25167, 5.68986, 1.13324], [-0.10583, 6.56472, 0.36740], [-2.00978, 6.71872, 1.27778], [-1.19501, 6.88588, 2.86859], [-3.86708, 5.75906, 2.28221], [-3.08763, 6.15696, 3.83184], [-4.15940, 4.34464, 0.79268], [-4.27550, 2.45879, -0.86653], [-3.11269, -1.73479, 1.07636], [-3.98438, -2.26448, -0.48252], [-4.80907, -1.07694, 0.63567], [-0.95553, -0.08947, -0.25026], [-1.45336, -1.80025, -0.42692], [-1.30220, -0.67338, -1.91463], [-5.04406, 0.21849, -1.52075], [-4.14285, -1.10463, -2.30874], [-3.21590, 0.72797, -5.18556], [-2.10949, -0.32782, -4.22441], [-3.90551, -0.83242, -4.47602], [-5.41374, 1.19301, -4.19144], [-4.47240, 2.76492, -3.87753], [-5.45872, 1.99108, -2.59156], [-2.60722, 2.91515, -2.87428], [-1.52824, 1.64092, -3.55247], [-1.78115, 1.75394, -1.77631], [-2.00756, -0.13128, 2.00177], [-1.92026, 1.75749, 3.63097], [-2.22690, 3.99025, 6.26586], [-1.03229, 4.65412, 6.32453], [-0.75264, 4.90680, 7.64386], [-1.81755, 4.36922, 8.41103], [-2.70990, 3.80803, 7.53293], [-2.67964, 3.68283, 5.41931], [-0.48642, 4.88995, 5.42421], [0.12039, 5.41953, 8.01632], [-1.91813, 4.39063, 9.48496], [-3.64476, 3.29735, 7.69993], [4.23719, -5.49724, 1.64118], [3.52052, -5.19846, 2.76889], [3.28543, -3.84740, 2.77472], [3.87788, -3.30981, 1.60279], [4.45484, -4.35096, 0.92227], [4.55381, -6.41475, 1.38100], [3.24257, -5.97109, 3.46774], [2.74689, -3.30453, 3.53541], [3.87958, -2.27697, 1.29459], [5.00067, -4.37623, -0.00736], [7.04352, -7.92248, 6.18935], [6.79070, -7.50898, 4.90858], [6.07822, -6.33912, 4.97521], [5.89898, -6.03163, 6.34853], [6.50729, -7.02447, 7.07254], [7.54548, -8.75543, 6.44187], [7.13768, -8.08241, 4.06394], [5.72592, -5.76634, 4.13196], [5.38271, -5.17810, 6.75908], [6.60402, -7.17019, 8.13640], [-0.42691, 4.21691, -4.72325], [0.62599, 3.81964, -3.94412], [1.77099, 4.35786, -4.47555], [1.39337, 5.11380, -5.61501], [0.03215, 5.00992, -5.74058], [-1.38695, 3.96625, -4.57147], [0.47106, 3.18821, -3.08318], [2.76931, 4.22391, -4.08823], [2.04612, 5.67074, -6.26869], [-0.64803, 5.42927, -6.46446], [-1.47291, -6.18302, -1.72077], [-1.88097, -5.10371, -0.98018], [-0.95734, -4.89756, 0.01160], [0.05115, -5.88281, -0.13669], [-0.29199, -6.66060, -1.21563], [-1.96233, -6.56441, -2.51200], [-2.79100, -4.57855, -1.22127], [-0.99958, -4.12242, 0.76082], [0.92973, -6.00715, 0.47697], [0.19932, -7.50879, -1.66482], [-0.46694, -1.18208, -7.98462], [-0.86855, -0.11300, -7.22826], [0.06801, 0.09071, -6.25217], [1.07769, -0.88756, -6.42422], [0.72524, -1.65781, -7.50166], [-0.96741, -1.55879, -8.77013], [-1.78619, 0.40764, -7.45105], [0.03327, 0.86026, -5.49502], [1.96408, -1.01088, -5.82356], [1.21390, -2.50033, -7.96382], [3.80587, 4.05521, 2.47839], [5.02640, 4.66280, 2.59055], [5.28966, 4.84101, 3.92530], [4.18736, 4.31546, 4.64649], [3.28982, 3.83550, 3.72678], [3.35660, 3.80706, 1.60862], [5.60016, 4.91664, 1.71328], [6.17603, 5.29713, 4.33772], [4.06593, 4.29118, 5.71817], [2.33025, 3.35894, 3.85259], [1.27620, -4.02699, -2.43664], [2.55670, -4.28501, -2.84047], [3.09586, -3.11379, -3.31255], [2.10212, -2.11110, -3.18024], [0.99232, -2.70609, -2.63607], [0.63846, -4.70553, -2.04949], [2.97273, -5.27661, -2.75928], [4.09275, -2.99150, -3.70696], [2.18919, -1.07057, -3.45343], [0.02768, -2.30520, -2.37362], [-5.51380, -4.71769, -2.40828], [-6.22302, -4.04097, -3.36495], [-7.54917, -4.09430, -3.02313], [-7.64441, -4.82618, -1.81090], [-6.37336, -5.19487, -1.45494], [-4.51785, -4.84343, -2.40610], [-5.72322, -3.58322, -4.20368], [-8.36163, -3.65547, -3.58059], [-8.54390, -5.05558, -1.26168], [-6.00632, -5.75451, -0.60949]]
}